DFT (the ωB97M-V functional and the def2-TZVPD basis) results for a molecular structure, C25H16Cl3N4O5S2Zn.

Cartesian coordinates (Å):
Zn 1.88292 0.74906 0.61675
O 5.18263 1.40076 -1.60706
C 4.07710 1.15232 -1.14691
O 3.47595 1.70044 -0.17577
C 3.28625 0.02954 -1.84125
C 3.87452 -0.67447 -2.91481
C 3.18149 -1.68588 -3.49698
C 1.88544 -2.00483 -3.02974
C 1.10012 -3.03516 -3.59583
C -0.15244 -3.28857 -3.11869
C -0.67739 -2.51916 -2.05840
C 0.05843 -1.51807 -1.48965
C 1.36222 -1.24670 -1.95896
N 2.09004 -0.23848 -1.38077
H 4.86602 -0.37633 -3.22173
H 3.60137 -2.25383 -4.31963
H 1.51175 -3.61574 -4.41277
H -0.74871 -4.08133 -3.55279
H -1.67400 -2.72054 -1.68966
H -0.32689 -0.92995 -0.66975
Cl -1.04287 6.84495 3.27307
C -0.19980 5.34530 2.96733
C -0.17486 4.82180 1.68942
C 0.50747 3.64404 1.46711
Cl 0.48495 2.98799 -0.14910
C 1.19688 2.91859 2.46637
O 1.84698 1.82940 2.28000
C 1.10744 3.51485 3.74952
Cl 1.89280 2.69663 5.06489
C 0.43794 4.69205 4.00665
H -0.68669 5.31715 0.87760
H 0.41273 5.09096 5.01006
N -4.99836 -1.55015 -2.76832
C -4.23039 -1.12587 -1.68533
C -4.08326 -1.93779 -0.56029
C -3.34117 -1.50351 0.52464
C -2.75222 -0.24888 0.50550
C -2.91003 0.57557 -0.59924
C -3.63704 0.13704 -1.69133
S -1.75578 0.28648 1.87005
O -2.15045 -0.50249 3.01699
O -1.89423 1.71378 1.93310
N -0.27861 -0.10274 1.37661
C 0.49506 -0.96060 2.05168
S 0.13154 -1.99174 3.40891
C 1.77010 -2.55943 3.39184
C 2.46976 -1.95593 2.41596
N 1.75589 -1.06718 1.65328
H -5.10355 -2.54788 -2.85284
H -4.77566 -1.11073 -3.64649
H -4.55367 -2.91427 -0.54016
H -3.22315 -2.12795 1.39995
H -2.45258 1.55601 -0.59335
H -3.75621 0.77829 -2.55618
H 2.12063 -3.27451 4.11415
H 3.51361 -2.11230 2.19237

* HOMO-LUMO gap: 6.790 eV
* charge: -1
* DFT total energy: -5514.02979 a.u.
* HOMO energy: -4.779 eV

=====

DFT (the ωB97M-V functional and the def2-TZVPD basis) results for a molecular structure, C25H16CrN5OS5.

Cartesian coordinates (Å):
Cr -0.98402 -0.74483 0.68018
S -2.34358 -1.05466 -1.22653
C -0.78219 1.39617 -1.58607
C -1.34378 2.37696 -2.33652
N -1.76605 3.31893 -2.87875
C 1.46290 0.10855 -1.29288
S 1.36145 -0.09606 0.42597
C 2.68438 -0.04582 -1.89611
N 3.72765 -0.13923 -2.40045
S -0.81483 -3.05199 0.74965
C -0.27179 -3.42940 2.34722
C 0.10684 -4.72879 2.66306
C 0.53534 -5.06653 3.94375
C 0.93372 -6.37883 4.22839
N 1.25928 -7.46235 4.44760
C 0.57111 -4.06889 4.95431
C 0.18211 -2.76916 4.63593
C -0.23263 -2.43198 3.35509
S -0.72969 -0.80925 3.02577
C 0.98325 -4.37763 6.25539
N 1.31074 -4.60708 7.33717
H 0.07008 -5.48409 1.89060
H 0.19824 -1.99814 5.39227
C 1.83717 3.04882 2.34588
C 0.38928 2.62002 2.43413
S -0.25586 2.24900 0.70938
O -1.33161 1.27081 1.07276
C -1.20567 3.83647 0.52511
C -2.49443 3.80138 1.31570
H 2.26024 3.19350 3.33974
H 1.93458 3.97873 1.78671
H 2.40861 2.27898 1.83270
H -0.23448 3.36590 2.91962
H 0.29066 1.67160 2.95989
H -1.40830 3.91683 -0.54029
H -0.53206 4.63788 0.82342
H -2.93591 2.81143 1.20673
H -3.20302 4.53892 0.94263
H -2.32351 3.97961 2.37600
N -0.06397 -0.19819 -8.83459
C 0.01461 -0.13662 -7.68698
C 0.09545 -0.05682 -6.28745
C 1.00754 0.81253 -5.67520
C 1.06949 0.88960 -4.30330
C 0.21855 0.11947 -3.50584
C -0.69052 -0.74277 -4.12154
C -0.75263 -0.83512 -5.49224
C 0.21782 0.29166 -2.03447
C -1.04157 0.05532 -1.23168
H 1.65385 1.42715 -6.28798
H 1.76461 1.56628 -3.82895
H -1.35145 -1.33962 -3.51286
H -1.45601 -1.50869 -5.96209

* HOMO-LUMO gap (alpha / beta): 6.005 / 5.632 eV
* relative energy (zero: lowest compared OMol25 entry of this formula, charge and spin): 202.9 kJ/mol
* charge: -2
* DFT total energy: -4346.72804 a.u.
* HOMO energy (alpha / beta): -1.943 / -1.561 eV
* spin multiplicity: 4